Record 1
{
  "formula": "C33H55NO22SSi",
  "method": "ωB97M-V with the def2-TZVPD basis set",
  "orbital_gap_ev": 9.40,
  "smiles": "CCCCCCCCC[Si@H](S)N(C)C(C)=O.O=C1OCCO1.O=C1OCCO1.O=C1OCCO1.O=C1OCCO1.O=C1OCCO1.O=C1OCCO1.O=C1OCCO1",
  "lumo_ev": 0.38,
  "mol_weight_g_mol": 877.94,
  "total_charge": 0,
  "species": ["C", "C", "C", "C", "C", "C", "C", "C", "C", "Si", "S", "N", "C", "C", "C", "O", "H", "H", "H", "H", "H", "H", "H", "H", "H", "H", "H", "H", "H", "H", "H", "H", "H", "H", "H", "H", "H", "H", "H", "H", "H", "H", "H", "O", "C", "O", "C", "C", "O", "H", "H", "H", "H", "O", "C", "O", "C", "C", "O", "H", "H", "H", "H", "O", "C", "O", "C", "C", "O", "H", "H", "H", "H", "O", "C", "O", "C", "C", "O", "H", "H", "H", "H", "O", "C", "O", "C", "C", "O", "H", "H", "H", "H", "O", "C", "O", "C", "C", "O", "H", "H", "H", "H", "O", "C", "O", "C", "C", "O", "H", "H", "H", "H"],
  "xyz": [[-0.134, 1.065, 0.119], [-0.568, 0.778, -1.315], [0.425, 1.286, -2.346], [0.015, 0.987, -3.811], [0.845, -0.144, -4.462], [0.889, -1.353, -3.536], [1.360, -2.650, -4.231], [2.835, -2.996, -3.885], [3.014, -4.190, -2.917], [3.074, -3.850, -1.071], [1.350, -2.782, -0.298], [4.560, -3.072, -0.521], [4.406, -2.485, 0.834], [5.018, -2.070, -1.425], [4.560, -0.641, -1.323], [5.748, -2.373, -2.301], [-0.447, 2.055, 0.435], [-0.615, 0.370, 0.802], [0.934, 0.943, 0.269], [-0.756, -0.288, -1.391], [-1.510, 1.282, -1.516], [0.463, 2.368, -2.224], [1.436, 0.951, -2.133], [0.101, 1.914, -4.366], [-1.008, 0.620, -3.771], [0.397, -0.369, -5.429], [1.843, 0.248, -4.651], [-0.077, -1.548, -3.094], [1.616, -1.136, -2.773], [0.750, -3.500, -3.937], [1.269, -2.592, -5.311], [3.356, -2.089, -3.588], [3.290, -3.302, -4.826], [2.149, -4.837, -3.057], [3.877, -4.805, -3.163], [3.032, -5.150, -0.403], [0.286, -3.399, -0.841], [3.661, -1.688, 0.887], [5.339, -2.052, 1.176], [4.090, -3.239, 1.545], [3.479, -0.537, -1.417], [4.973, -0.018, -2.099], [4.823, -0.203, -0.356], [4.386, 1.693, 1.462], [5.383, 2.155, 1.015], [5.530, 2.585, -0.266], [6.779, 3.277, -0.351], [7.561, 2.688, 0.798], [6.531, 2.326, 1.718], [7.249, 3.105, -1.316], [6.596, 4.347, -0.230], [8.111, 1.789, 0.513], [8.251, 3.397, 1.251], [-4.899, 1.658, 0.278], [-4.369, 1.653, 1.340], [-5.021, 1.783, 2.528], [-4.086, 1.500, 3.572], [-2.759, 1.790, 2.912], [-3.031, 1.519, 1.536], [-4.276, 2.129, 4.438], [-4.191, 0.453, 3.863], [-2.460, 2.836, 3.013], [-1.955, 1.155, 3.278], [1.928, -7.120, -0.218], [2.869, -7.753, 0.138], [3.305, -7.829, 1.422], [4.312, -8.845, 1.483], [4.813, -8.896, 0.059], [3.658, -8.484, -0.685], [5.088, -8.576, 2.195], [3.849, -9.782, 1.800], [5.619, -8.190, -0.122], [5.133, -9.884, -0.244], [-8.535, 3.952, 5.619], [-8.567, 3.727, 4.447], [-7.801, 2.804, 3.823], [-8.283, 2.677, 2.477], [-8.962, 4.003, 2.243], [-9.372, 4.370, 3.572], [-7.464, 2.499, 1.788], [-8.977, 1.836, 2.431], [-8.285, 4.762, 1.865], [-9.818, 3.931, 1.578], [-6.905, 10.153, 6.193], [-7.077, 8.999, 6.419], [-6.499, 8.320, 7.444], [-7.119, 7.031, 7.523], [-7.644, 6.833, 6.123], [-7.874, 8.180, 5.688], [-6.397, 6.273, 7.816], [-7.916, 7.069, 8.268], [-6.909, 6.370, 5.462], [-8.559, 6.253, 6.093], [7.039, -9.504, -1.495], [7.152, -8.763, -2.420], [6.363, -8.784, -3.520], [6.644, -7.606, -4.285], [8.043, -7.254, -3.836], [8.080, -7.779, -2.506], [6.578, -7.814, -5.350], [5.914, -6.837, -4.026], [8.812, -7.750, -4.431], [8.231, -6.183, -3.834], [-7.327, 3.935, -0.224], [-7.091, 5.039, -0.597], [-7.560, 6.170, -0.006], [-6.881, 7.287, -0.589], [-6.456, 6.740, -1.933], [-6.319, 5.341, -1.668], [-7.545, 8.143, -0.668], [-6.032, 7.552, 0.043], [-7.219, 6.879, -2.702], [-5.517, 7.160, -2.284]],
  "mulliken_charge": [-1.2896, -0.1914, -0.1481, -0.9006, -0.7970, 0.7864, -1.0797, -0.5262, -0.6041, 0.6958, -0.3566, 0.2164, -1.2091, 0.1056, -0.1020, -0.5548, 0.3102, 0.2391, 0.4058, 0.0651, 0.3520, 0.5821, -0.2018, 0.3361, 0.3903, 0.4054, 0.2812, 0.2675, -0.6646, 0.4400, 0.4748, 0.3410, 0.3669, 0.5608, -0.0246, -0.4551, 0.1565, 0.4363, 0.3606, 0.2910, -0.1943, 0.4182, -0.0673, -0.5035, 0.7045, -0.2990, -0.3059, -0.3450, -0.3325, 0.2885, 0.2679, 0.2673, 0.2959, -0.4962, 0.4677, -0.1830, -0.4238, -0.4051, -0.1700, 0.3088, 0.2820, 0.2894, 0.3247, -0.5319, 0.6884, -0.3306, -0.3305, -0.2355, -0.3014, 0.2928, 0.2495, 0.2006, 0.3374, -0.5741, 0.5923, -0.3051, -0.1029, -0.0752, -0.3501, 0.1245, 0.2253, 0.1784, 0.3345, -0.5314, 0.6153, -0.3297, -0.2905, -0.0244, -0.3396, 0.2752, 0.2645, 0.1087, 0.2464, -0.5608, 0.6969, -0.3171, 0.0154, -0.3546, -0.3303, 0.2939, -0.0215, 0.2676, 0.3141, -0.4687, 0.6253, -0.2933, -0.3313, -0.3617, -0.3254, 0.2820, 0.2683, 0.2703, 0.2995]
}

Record 2
{
  "formula": "C2H3FOTl",
  "method": "ωB97M-V with the def2-TZVPD basis set",
  "orbital_gap_ev": [7.85, 8.07],
  "lumo_ev": [-20.81, -20.19],
  "mol_weight_g_mol": 266.43,
  "total_charge": 3,
  "species": ["H", "C", "C", "O", "H", "F", "H", "Tl"],
  "xyz": [[0.517, 0.610, -1.501], [0.517, -0.050, 1.052], [-0.404, 0.440, 0.221], [-0.289, 0.146, -1.135], [0.517, 0.174, 2.118], [1.314, -1.056, 0.700], [-1.165, 1.160, 0.513], [-1.008, -1.426, -1.968]],
  "mulliken_charge": [0.5502, 0.1973, 0.2138, -0.2924, 0.4128, 0.0068, 0.4727, 1.4388]
}

Record 3
{
  "formula": "C42H63ClCsIN8O4SSe",
  "method": "ωB97M-V with the def2-TZVPD basis set",
  "orbital_gap_ev": 5.57,
  "lumo_ev": 3.23,
  "mol_weight_g_mol": 1150.31,
  "total_charge": -2,
  "species": ["Cs", "C", "C", "C", "C", "C", "C", "C", "N", "C", "C", "C", "C", "C", "C", "C", "N", "C", "C", "C", "C", "H", "H", "H", "H", "H", "H", "H", "H", "H", "H", "H", "H", "H", "H", "H", "H", "H", "H", "H", "H", "H", "H", "H", "H", "O", "H", "H", "N", "C", "N", "C", "N", "N", "C", "O", "C", "I", "H", "H", "H", "H", "C", "C", "C", "C", "C", "C", "Se", "C", "C", "C", "H", "H", "H", "H", "H", "H", "H", "H", "H", "H", "H", "C", "C", "C", "C", "N", "C", "S", "N", "C", "C", "C", "C", "H", "H", "H", "H", "H", "H", "H", "H", "H", "H", "H", "H", "H", "H", "H", "H", "H", "H", "H", "H", "Cl", "C", "C", "O", "O", "H", "H"],
  "xyz": [[-0.900, 1.021, -0.358], [-1.009, 2.841, 7.237], [-2.336, 2.560, 6.519], [-3.132, 3.863, 6.445], [-3.152, 1.531, 7.316], [-2.036, 2.003, 5.130], [-2.349, 2.685, 3.967], [-2.000, 2.125, 2.747], [-1.411, 0.950, 2.625], [-1.106, 0.274, 3.729], [-1.391, 0.773, 4.992], [-0.427, -1.040, 3.514], [-0.410, -2.017, 4.499], [0.224, -3.236, 4.270], [0.808, -3.417, 3.024], [0.712, -2.396, 2.081], [0.118, -1.232, 2.309], [0.237, -4.299, 5.366], [0.955, -3.739, 6.601], [0.955, -5.571, 4.919], [-1.208, -4.661, 5.737], [-1.203, 3.248, 8.234], [-0.425, 3.571, 6.674], [-0.413, 1.934, 7.347], [-3.317, 4.228, 7.459], [-4.101, 3.702, 5.965], [-2.592, 4.634, 5.892], [-3.383, 1.930, 8.307], [-2.609, 0.594, 7.448], [-4.090, 1.309, 6.805], [-2.802, 3.665, 3.991], [-2.183, 2.660, 1.819], [-1.094, 0.214, 5.869], [-0.916, -1.836, 5.438], [1.311, -4.333, 2.746], [1.107, -2.545, 1.080], [1.985, -3.473, 6.357], [0.970, -4.486, 7.399], [0.458, -2.845, 6.981], [1.997, -5.375, 4.664], [0.479, -6.014, 4.044], [0.933, -6.302, 5.732], [-1.758, -3.794, 6.105], [-1.214, -5.425, 6.519], [-1.739, -5.052, 4.867], [2.790, -1.131, -3.334], [2.899, -0.406, -2.692], [2.629, -1.906, -2.765], [0.024, 3.850, 0.632], [0.176, 4.342, 1.677], [0.488, 4.900, 2.806], [-0.402, 5.374, 3.632], [-1.110, 5.825, 4.441], [-2.666, -1.947, -3.074], [-1.335, -1.847, -3.265], [-0.732, -0.840, -2.945], [-0.614, -3.034, -3.861], [-1.481, -3.738, -5.697], [-3.158, -1.153, -2.678], [-3.178, -2.788, -3.269], [-0.629, -3.884, -3.182], [0.411, -2.754, -4.078], [4.182, -7.031, 3.248], [3.534, -6.233, 2.145], [2.327, -6.622, 1.581], [1.725, -5.906, 0.550], [0.402, -6.368, 0.013], [2.351, -4.757, 0.029], [1.577, -3.792, -1.422], [3.572, -4.348, 0.605], [4.278, -3.120, 0.107], [4.131, -5.081, 1.646], [3.481, -7.752, 3.671], [4.529, -6.383, 4.056], [5.051, -7.586, 2.880], [1.827, -7.510, 1.960], [0.053, -7.252, 0.553], [0.477, -6.599, -1.052], [-0.342, -5.573, 0.099], [3.630, -2.244, 0.174], [4.533, -3.222, -0.950], [5.188, -2.938, 0.683], [5.071, -4.744, 2.078], [0.332, 6.158, -1.868], [-1.080, 5.703, -2.230], [-1.212, 4.226, -2.580], [-0.418, 3.753, -3.798], [0.990, 3.484, -3.476], [1.452, 2.216, -3.266], [2.547, 1.892, -2.026], [0.977, 1.253, -4.079], [0.737, 1.413, -5.511], [-0.251, 0.359, -5.996], [-1.688, 0.569, -5.529], [-2.400, 1.703, -6.262], [0.311, 7.156, -1.427], [0.980, 6.212, -2.748], [0.772, 5.484, -1.131], [-1.454, 6.299, -3.073], [-1.741, 5.905, -1.385], [-2.270, 4.007, -2.751], [-0.890, 3.622, -1.729], [-0.483, 4.485, -4.612], [-0.854, 2.823, -4.154], [1.387, 4.121, -2.801], [1.288, 0.319, -3.827], [1.687, 1.294, -6.046], [0.381, 2.422, -5.716], [0.106, -0.613, -5.654], [-0.220, 0.331, -7.091], [-1.701, 0.742, -4.450], [-2.243, -0.361, -5.688], [-1.884, 2.657, -6.131], [-3.419, 1.830, -5.892], [-2.452, 1.499, -7.335], [-5.451, -1.982, -1.385], [-4.187, -1.462, -0.198], [-4.097, 0.084, -0.129], [-4.515, 0.594, 0.917], [-3.557, 0.634, -1.130], [-3.252, -1.895, -0.552], [-4.456, -1.873, 0.769]],
  "mulliken_charge": [1.0321, -1.6833, 2.0557, -1.9907, -1.6865, 0.7668, -0.8217, -1.2440, 0.4434, -0.8768, -0.1592, -0.9783, -0.0072, 0.1113, 0.3321, -0.4732, -0.2164, 2.4071, -1.7439, -2.1903, -1.8124, 0.4725, 0.3397, 0.3138, 0.4492, 0.3911, 0.3632, 0.4468, 0.3147, 0.3720, 0.5496, 0.6584, 0.5719, 0.4456, -0.1198, 0.4113, 0.3852, 0.4472, 0.3265, 0.4003, 0.4040, 0.4612, 0.3376, 0.4576, 0.3770, -0.7100, 0.2232, 0.1580, -0.5654, 0.5375, -0.8010, 0.6746, -0.7479, -0.0947, 0.5424, -0.3276, -1.5030, -0.0254, 0.2093, 0.1652, 0.5639, 0.4199, -1.8624, 0.6800, -0.7841, 1.0892, -1.9818, 0.0453, -0.1836, 1.3887, -1.7453, -1.0115, 0.3389, 0.3580, 0.4860, 0.2144, 0.3893, 0.3612, 0.3487, 0.2582, 0.3336, 0.3692, 0.2477, -1.3733, -0.4508, -0.5974, 0.8949, -0.0678, -0.0010, -0.4207, 0.6196, -0.6806, -0.4918, 0.5291, -1.5433, 0.3731, 0.3656, 0.2820, 0.3516, 0.4079, 0.3925, -0.2082, 0.1934, -0.9011, 0.2698, -0.3371, 0.3584, 0.3537, 0.0598, 0.5058, -0.1754, 0.3292, 0.2774, 0.3645, 0.4321, -0.2933, -0.0419, 0.3306, -0.7519, -0.6545, 0.0622, 0.3368]
}